Record 1
Below is a 20-piece molecular cluster, C20H80O20 overall, with properties calculated with wB97M-V/def2-TZVPD.

XYZ file:
```
120
Properties=species:S:1:pos:R:3:forces:R:3:lowdin_charge:R:1
C -1.335 -1.951 6.774 1.4560 -0.6297 -0.1344 -0.166
O -2.291 -2.175 5.797 -1.2651 -0.7019 -0.8141 -0.153
H -1.308 -0.948 7.155 -0.2484 0.4626 0.3369 0.076
H -1.467 -2.683 7.553 -0.4610 0.0427 0.6070 0.084
H -0.342 -2.205 6.403 0.2939 0.2450 -0.3252 0.079
H -2.475 -1.427 5.197 0.5203 0.0310 -0.1149 0.031
C 2.585 -4.025 -2.697 -2.2588 -0.4479 2.0468 -0.101
O 2.549 -3.444 -1.384 0.4258 -0.2242 0.0356 -0.154
H 2.752 -3.200 -3.321 0.3274 0.5367 -1.7383 0.053
H 3.235 -4.867 -2.777 1.0976 -0.2811 -0.1614 0.076
H 1.574 -4.461 -2.818 0.4751 0.4687 -0.4827 0.060
H 3.258 -2.761 -1.396 -0.2483 -0.2868 0.4839 0.033
C 0.739 1.980 1.732 1.2991 0.9801 0.7376 -0.151
O 1.219 1.632 0.478 0.1769 -0.1771 -1.6841 -0.133
H -0.230 1.576 1.871 -0.9161 -0.5798 0.6737 0.056
H 1.492 1.681 2.476 -0.5709 -0.3638 0.0279 0.097
H 0.683 3.065 1.849 -0.2001 0.1779 -0.1033 0.061
H 0.462 1.334 -0.074 0.4080 0.0605 0.3297 0.047
C -1.347 -0.279 -4.635 0.7900 1.0733 -0.6869 -0.150
O -0.161 -1.069 -4.514 -0.7671 -0.8553 0.5924 -0.156
H -1.688 -0.067 -3.646 -0.5250 0.4371 0.7057 0.035
H -1.087 0.699 -5.143 -0.1214 -1.1014 0.5457 0.100
H -2.183 -0.711 -5.191 0.3057 -0.4182 -0.1175 0.087
H -0.397 -1.829 -3.896 0.4597 0.6962 -1.0337 0.063
C 0.993 1.885 -3.002 1.1880 0.3498 -1.0318 -0.090
O 1.756 1.100 -3.940 0.9230 1.5202 0.5452 -0.118
H 0.208 2.429 -3.552 0.1431 -0.0233 0.3832 0.077
H 0.564 1.234 -2.258 -0.1560 0.0395 0.4468 0.055
H 1.743 2.586 -2.586 -0.8350 -0.2227 0.1051 0.078
H 1.267 0.318 -4.066 -1.1405 -1.9226 -0.6036 0.003
C -0.871 -4.689 -3.697 1.0201 -2.1237 -0.1772 -0.185
O -0.851 -3.460 -3.074 0.0889 1.3552 1.6092 -0.161
H -0.389 -5.462 -3.054 0.0005 0.4519 -0.4112 0.086
H -1.865 -5.093 -3.827 -0.5294 0.2229 -0.4172 0.073
H -0.310 -4.669 -4.659 -0.5182 0.1206 0.5285 0.099
H -0.710 -3.596 -2.096 -0.1090 0.0905 -0.9434 0.074
C -4.921 -0.104 7.174 0.2251 0.2786 -0.4521 -0.158
O -3.917 -1.067 7.575 -1.0116 0.0862 -1.6755 -0.162
H -4.908 0.201 6.081 0.5022 -0.4538 1.0390 0.071
H -5.948 -0.472 7.312 0.2660 -0.0172 0.3611 0.067
H -4.760 0.821 7.773 -0.2013 -0.6835 -0.3334 0.082
H -3.751 -1.682 6.793 -0.0732 0.9499 1.3664 0.069
C 4.456 -1.535 -4.934 -2.3455 0.2443 1.4003 -0.111
O 4.513 -0.512 -3.915 -0.9920 0.4589 -0.0737 -0.149
H 5.115 -1.323 -5.708 0.9488 0.7149 -1.6435 0.053
H 4.773 -2.472 -4.528 0.2585 -0.5882 0.6472 0.065
H 3.403 -1.697 -5.273 0.8711 0.3027 -0.0385 0.101
H 3.696 0.068 -3.913 1.0667 -0.9186 -0.2983 0.088
C -1.100 -0.883 -1.053 -1.6638 0.9230 -1.0760 -0.073
O -1.114 0.502 -0.637 -0.1133 0.7609 -0.5262 -0.214
H -0.873 -1.523 -0.209 0.2373 0.0478 -0.0295 0.073
H -2.155 -1.063 -1.393 0.9072 -0.4908 0.2326 0.109
H -0.438 -1.020 -1.928 -0.0396 -0.0951 0.6867 0.072
H -1.671 1.063 -1.284 0.6533 -0.9067 0.8697 0.080
C -3.486 2.095 -3.274 1.5543 -0.2415 -0.1945 -0.094
O -2.949 2.006 -1.936 -0.5898 -0.9841 -1.3031 -0.150
H -4.066 1.228 -3.545 -0.1698 -0.4442 0.3637 0.082
H -4.082 2.952 -3.440 -0.8182 1.0150 0.3149 0.071
H -2.681 2.180 -4.029 -0.0588 -0.1418 0.4579 0.073
H -2.925 2.864 -1.508 0.2746 0.8672 0.3013 0.043
C -2.720 0.933 4.515 -1.1627 1.0179 -0.3940 -0.159
O -2.808 -0.338 3.981 -0.4717 -1.3224 0.1351 -0.150
H -1.954 1.411 3.982 1.0956 1.3895 -0.6947 0.056
H -3.666 1.501 4.408 0.3543 -0.1509 0.0097 0.097
H -2.442 0.975 5.543 0.1039 -0.5663 0.9375 0.077
H -2.842 -0.245 3.000 0.0597 -0.0880 0.2916 0.047
C -1.874 4.320 0.849 0.4090 -0.4735 0.0482 -0.103
O -2.155 4.205 -0.560 -0.2678 -0.5605 1.0456 -0.133
H -2.347 5.204 1.284 -0.2937 -0.1706 -0.0336 0.085
H -2.185 3.387 1.393 0.0243 0.8902 -0.7025 0.093
H -0.795 4.446 1.018 -0.2778 -0.1505 -0.1947 0.038
H -1.654 4.872 -1.043 0.0181 0.3595 -0.3599 0.036
C 6.644 -5.645 1.235 0.0498 -2.2045 -0.5268 -0.206
O 6.506 -4.294 1.461 0.0624 0.8025 1.3257 -0.096
H 5.706 -6.140 0.929 -0.0183 0.1893 0.3308 0.079
H 7.312 -5.814 0.401 0.4999 -0.1982 -0.3217 0.067
H 7.060 -6.236 2.082 -0.3584 0.9699 -0.2347 0.092
H 6.236 -3.905 0.641 -0.2714 0.4672 -0.6158 0.061
C -0.403 -4.027 0.938 0.8910 0.1996 0.7122 -0.139
O -0.090 -4.273 -0.414 -0.2302 0.2074 -0.7484 -0.146
H 0.059 -4.842 1.544 -0.7736 0.5884 -0.0473 0.098
H 0.001 -3.048 1.320 -0.2360 -0.7351 -0.4294 0.089
H -1.478 -3.981 0.978 -0.3017 -0.2767 0.5219 0.071
H 0.858 -4.193 -0.518 0.7219 0.2413 -0.2415 0.045
C 5.057 -0.839 -0.471 1.2440 0.3292 -1.7379 -0.090
O 4.649 -1.755 -1.474 -0.9844 -1.9040 3.2990 -0.105
H 6.075 -0.687 -0.748 1.1557 0.9505 0.0616 0.079
H 4.553 0.113 -0.485 -0.5921 0.1802 0.0559 0.074
H 5.159 -1.230 0.489 -0.7488 -1.0807 1.5545 0.066
H 4.683 -1.277 -2.252 0.0216 1.5980 -3.2713 -0.008
C -4.053 0.241 0.657 -0.5891 -0.1081 1.3218 -0.102
O -2.899 0.292 1.481 1.1715 0.8467 -0.6911 -0.162
H -3.896 0.781 -0.242 0.1053 0.3934 -0.8850 0.047
H -4.233 -0.809 0.458 -0.5923 -0.1316 -0.1984 0.085
H -4.882 0.732 1.211 0.2792 -0.5766 -0.3796 0.102
H -2.152 0.581 0.893 -0.4729 -0.5537 0.5409 0.068
C 1.340 6.218 1.410 -1.4143 -0.2775 0.5057 -0.138
O 0.993 5.986 0.054 -0.1899 -0.1930 -0.7942 -0.176
H 0.498 5.815 2.054 0.8444 0.3717 -0.4961 0.075
H 2.240 5.633 1.685 -0.1998 0.9670 -0.0968 0.087
H 1.303 7.328 1.548 0.8049 -0.9701 0.2297 0.094
H 1.619 5.385 -0.392 0.1360 0.1352 0.5899 0.052
C -4.504 -3.525 3.296 -1.3130 -0.7731 1.8814 -0.183
O -3.264 -4.148 3.400 1.1392 0.5393 0.2592 -0.115
H -4.946 -3.766 2.364 -0.3992 -0.0787 -1.0734 0.061
H -5.186 -3.935 4.095 0.2944 0.3337 -0.6325 0.093
H -4.477 -2.462 3.466 0.1760 0.6131 -0.2231 0.059
H -2.785 -3.604 4.049 0.1930 -0.5345 -0.0825 0.058
C 4.175 3.562 -0.957 -1.1326 0.8808 0.3831 -0.071
O 2.930 4.059 -0.307 1.0330 -1.6294 -0.5815 -0.175
H 3.916 3.292 -1.983 0.3326 0.0740 -0.0293 0.068
H 4.916 4.371 -0.921 -0.3627 -0.2639 -0.1078 0.085
H 4.574 2.688 -0.443 -0.1270 0.0544 0.1428 0.068
H 2.393 3.235 -0.223 0.0455 0.6080 0.2325 0.054
C -0.065 5.983 -3.167 1.5690 0.8779 1.1209 -0.124
O -0.928 6.263 -2.056 0.4401 -0.7330 0.4606 -0.146
H -0.032 4.976 -3.565 -0.4933 -0.5150 0.3727 0.059
H -0.315 6.642 -3.966 -0.4130 0.4988 -0.6119 0.065
H 0.985 6.246 -2.882 -0.6886 -0.2574 -0.2344 0.095
H -0.386 6.263 -1.224 -0.1156 0.2159 -0.8549 0.056
```
Forces are in eV/Å.

HOMO level ... -9.659 eV
Lowest unoccupied orbital energy ... 0.487 eV
Total charge ... 0
2S+1 ... 1
Largest force on an atom ... 3.93 eV Å⁻¹

Record 2
Below is C46H40BrClKN4O6Sb as an isolated structure, with properties calculated with wB97M-V/def2-TZVPD.

XYZ file:
```
100
Properties=species:S:1:pos:R:3:forces:R:3:lowdin_charge:R:1
K -0.307 0.358 0.833 0.0550 -0.0829 0.2633 0.612
O 2.420 2.198 -4.284 -0.0660 0.0098 0.0462 0.029
C 3.414 1.708 -3.484 0.0047 -0.0366 -0.0092 -0.280
C 4.731 1.970 -3.836 0.0159 0.0149 -0.0110 -0.039
C 5.762 1.513 -3.027 0.0020 0.0059 0.0134 -0.114
C 5.479 0.811 -1.864 0.0175 -0.0169 -0.0029 -0.100
C 4.158 0.535 -1.536 0.0018 0.0492 0.0022 -0.028
C 3.116 0.953 -2.346 -0.0255 0.0094 -0.0019 -0.097
C 1.671 0.562 -2.020 0.0473 -0.0004 -0.0025 -0.475
O 1.539 -0.222 -0.944 -0.0460 0.1145 0.0167 -0.446
N 0.949 1.878 -1.888 0.1141 0.0094 -0.0564 -0.011
N -0.405 1.768 -1.889 -0.0429 -0.0614 0.0152 0.025
C -1.070 2.647 -1.248 0.0132 0.0531 -0.0046 -0.244
C -2.529 2.626 -1.199 -0.0404 0.0346 0.0252 -0.642
Br -3.361 0.995 -1.680 -0.0217 -0.0267 -0.0373 0.797
C -3.294 3.628 -0.754 0.0113 -0.0830 -0.0088 -0.132
C -2.812 4.962 -0.358 0.0261 0.0695 0.0381 -0.220
C -1.847 5.656 -1.087 -0.0179 -0.0254 -0.0078 -0.043
C -1.405 6.902 -0.672 0.0081 0.0360 0.0115 -0.084
C -1.927 7.485 0.473 -0.0012 -0.0043 -0.0046 -0.101
C -2.905 6.815 1.195 0.0084 0.0132 0.0009 -0.086
C -3.349 5.572 0.779 0.0103 -0.0253 -0.0215 -0.040
H 1.619 2.231 -3.725 0.0621 0.0053 -0.0330 0.076
H 4.927 2.546 -4.732 -0.0017 0.0019 -0.0053 0.103
H 6.790 1.721 -3.303 0.0008 -0.0014 -0.0017 0.087
H 6.280 0.464 -1.223 0.0062 -0.0047 0.0025 0.093
H 3.898 -0.025 -0.649 0.0028 -0.0259 0.0022 0.110
H 1.228 0.125 -2.940 -0.0086 0.0227 0.0226 0.143
H 1.315 2.416 -1.097 -0.0144 -0.0365 -0.0173 0.130
H -0.576 3.425 -0.664 -0.0219 -0.0065 -0.0356 0.109
H -4.354 3.442 -0.628 -0.0058 -0.0039 -0.0126 0.099
H -1.444 5.214 -1.989 -0.0010 -0.0018 -0.0087 0.115
H -0.644 7.416 -1.246 0.0028 0.0020 0.0037 0.099
H -1.569 8.452 0.805 0.0015 -0.0029 0.0015 0.093
H -3.312 7.255 2.097 0.0002 -0.0008 0.0011 0.098
H -4.096 5.045 1.359 -0.0085 -0.0102 0.0016 0.106
O 2.455 3.099 2.871 0.0222 0.0002 -0.0054 -0.343
Cl 1.037 3.027 2.670 -0.0210 0.0019 -0.1344 0.640
O 0.383 4.134 3.315 -0.0766 0.0321 0.0254 -0.355
O 0.521 1.779 3.204 0.0044 -0.0185 -0.0156 -0.410
O 0.740 3.059 1.241 0.0103 -0.0325 0.0392 -0.419
C -3.101 2.253 2.432 0.0370 0.0315 -0.0254 -0.196
N -2.745 0.938 1.907 -0.0700 0.0213 0.1043 -0.022
C -3.295 -0.105 2.410 0.0178 0.0564 0.0222 -0.135
C -3.053 -1.448 1.968 0.1175 -0.0476 -0.0653 -0.370
C -3.714 -2.595 2.438 -0.0594 0.0436 0.0343 -0.110
C -3.198 -3.664 1.702 0.0152 -0.0495 -0.0003 -0.147
C -2.245 -3.096 0.839 -0.0180 -0.0350 -0.0371 -0.246
N -2.145 -1.769 0.993 -0.0482 0.0632 -0.0453 0.001
C -3.475 2.320 3.892 -0.0159 0.0044 0.0084 -0.222
C -4.801 2.413 4.299 0.0112 0.0045 -0.0216 -0.062
C -5.134 2.451 5.647 -0.0132 0.0025 0.0237 -0.111
C -4.135 2.395 6.607 -0.0097 -0.0009 0.0129 -0.119
C -2.806 2.302 6.209 0.0154 0.0045 0.0065 -0.083
C -2.476 2.264 4.864 -0.0099 0.0027 0.0070 -0.012
H -3.927 2.654 1.832 -0.0102 0.0239 -0.0074 0.095
H -2.244 2.913 2.262 -0.0350 -0.0026 0.0109 0.110
H -4.007 -0.025 3.243 -0.0042 0.0068 -0.0172 0.121
H -4.474 -2.625 3.207 -0.0031 0.0100 0.0027 0.076
H -3.469 -4.708 1.771 0.0051 0.0005 -0.0011 0.063
H -1.648 -3.613 0.097 0.0038 -0.0058 0.0003 0.069
H -5.583 2.449 3.547 0.0046 -0.0001 -0.0041 0.107
H -6.174 2.519 5.946 0.0019 0.0001 0.0024 0.089
H -4.389 2.422 7.660 0.0004 0.0010 -0.0001 0.087
H -2.019 2.262 6.953 -0.0026 -0.0007 0.0027 0.098
H -1.441 2.196 4.550 0.0074 -0.0015 -0.0081 0.097
C 5.797 -2.828 -2.539 0.0263 0.0000 0.0058 -0.118
C 5.714 -3.064 -1.174 0.0046 -0.0011 0.0132 -0.110
C 4.483 -3.008 -0.533 0.0163 0.0183 -0.0254 -0.150
C 3.318 -2.716 -1.238 -0.0152 0.0120 -0.0041 -0.384
C 3.418 -2.478 -2.606 -0.0317 -0.0230 -0.0034 -0.119
C 4.645 -2.536 -3.254 0.0069 0.0088 -0.0406 -0.094
Sb 1.441 -2.595 -0.193 0.0768 -0.1962 -0.1289 1.557
C 1.545 -4.790 0.184 -0.0941 0.0729 0.0352 -0.359
C 2.389 -5.701 -0.452 0.0412 -0.0279 -0.0196 -0.151
C 2.372 -7.055 -0.132 0.0137 -0.0017 -0.0252 -0.115
C 1.501 -7.531 0.838 -0.0117 0.0062 0.0075 -0.127
C 0.653 -6.643 1.486 -0.0033 -0.0488 0.0024 -0.109
C 0.682 -5.292 1.163 0.0087 0.0221 0.0133 -0.146
C 0.210 -2.889 -1.942 -0.0024 0.0183 0.0139 -0.347
C -0.649 -1.873 -2.353 -0.0372 0.0404 0.0476 -0.133
C -1.450 -2.026 -3.477 -0.0234 -0.0079 -0.0330 -0.087
C -1.405 -3.203 -4.211 -0.0258 0.0360 -0.0057 -0.112
C -0.557 -4.225 -3.811 0.0383 -0.0316 0.0187 -0.107
C 0.239 -4.068 -2.683 0.0207 -0.0134 -0.0158 -0.123
H 6.757 -2.858 -3.042 0.0023 -0.0032 0.0020 0.089
H 6.610 -3.287 -0.605 0.0012 0.0034 0.0012 0.090
H 4.433 -3.198 0.534 0.0029 -0.0070 0.0097 0.097
H 2.527 -2.234 -3.174 0.0088 0.0078 0.0031 0.100
H 4.702 -2.332 -4.317 -0.0029 0.0056 0.0052 0.098
H 3.073 -5.353 -1.219 0.0105 -0.0112 0.0318 0.088
H 3.038 -7.739 -0.646 -0.0012 0.0025 0.0001 0.088
H 1.480 -8.587 1.084 0.0071 0.0038 0.0055 0.085
H -0.035 -7.002 2.242 -0.0018 0.0143 -0.0008 0.092
H 0.005 -4.617 1.678 -0.0035 0.0011 0.0095 0.076
H -0.700 -0.946 -1.798 0.0172 -0.0181 -0.0219 0.055
H -2.109 -1.219 -3.772 -0.0064 0.0115 0.0058 0.082
H -2.030 -3.323 -5.089 0.0011 0.0014 0.0013 0.088
H -0.515 -5.151 -4.374 -0.0009 -0.0012 0.0023 0.089
H 0.888 -4.880 -2.380 -0.0093 -0.0040 -0.0105 0.080
```
Forces are in eV/Å.

HOMO level ... -2.163 eV
Lowest unoccupied orbital energy ... 3.996 eV
Total charge ... -2
2S+1 ... 1
Largest force on an atom ... 0.28 eV Å⁻¹

Results for HOMO-LUMO gap: 0.373; 0.226 (in hartree, following the order of the records).